# 1
ORCA calculation (ωB97M-V with the def2-TZVPD basis set) on a 2-piece molecular cluster, C3H5NP2 overall.

Structure (XYZ):
```
11
Properties=species:S:1:pos:R:3:mulliken_charge:R:1
C 1.411 -1.206 1.574 -0.10
C -1.164 1.519 0.124 0.30
C -1.667 0.780 -1.031 -0.68
N 2.197 -0.553 0.877 0.01
P -0.454 2.077 1.362 -0.36
P 3.234 -0.167 -0.295 -0.18
H 0.461 -0.979 2.050 0.23
H -2.049 1.408 -1.886 0.25
H -2.476 0.014 -0.955 0.27
H -0.830 0.220 -1.389 0.22
H 4.136 0.498 0.612 0.03
```

Output
lowest unoccupied orbital energy (alpha / beta)	-0.0014 / -0.0012	Ha
orbital gap (alpha / beta)	7.77 / 7.77	eV

---

# 2
ORCA calculation (ωB97M-V with the def2-TZVPD basis set) on one molecule with the formula C3H5NS.

Structure (XYZ):
```
10
Properties=species:S:1:pos:R:3:mulliken_charge:R:1
C -1.933 -0.530 0.097 -0.61
C -0.538 -0.310 -0.211 -0.09
C 0.156 0.908 -0.206 0.03
N 1.414 0.968 0.195 -0.35
S 2.381 -0.565 -0.026 -0.21
H -2.199 -1.578 0.591 0.20
H -2.850 0.254 -0.060 0.24
H 0.240 -1.108 -0.454 0.25
H -0.265 1.875 -0.022 0.37
H 3.594 0.086 0.096 0.18
```

Output
structure (SMILES)	C=C/C=N\S
lowest unoccupied orbital energy	-0.0099	Ha
orbital gap	8.43	eV

---

# 3
ORCA calculation (ωB97M-V with the def2-TZVPD basis set) on one molecule with the formula C3H5NS.

Structure (XYZ):
```
10
Properties=species:S:1:pos:R:3:mulliken_charge:R:1
S -0.255 -0.834 1.823 -0.25
C 0.131 -0.583 0.281 -0.33
C -0.210 0.619 -0.526 0.31
C 0.761 1.272 -1.411 -0.41
N -0.314 0.406 -1.913 -0.57
H 0.612 -1.349 -0.390 0.19
H -0.962 1.287 -0.050 0.32
H 0.627 2.266 -1.729 0.24
H 1.772 0.881 -1.450 0.25
H 0.145 -0.434 -2.227 0.25
```

Output
structure (SMILES)	S=C[C@H]1CN1
lowest unoccupied orbital energy	-0.0134	Ha
orbital gap	8.61	eV

---

# 4
ORCA calculation (ωB97M-V with the def2-TZVPD basis set) on one molecule with the formula C3H5NS.

Structure (XYZ):
```
10
Properties=species:S:1:pos:R:3:mulliken_charge:R:1
S -2.500 -0.267 -0.851 -0.19
C -1.623 -0.595 0.454 -0.09
N 0.139 -0.712 0.249 -0.40
C 0.608 0.137 -0.830 -0.47
C 1.098 0.327 0.496 -0.18
H -1.854 -0.545 1.452 0.38
H -0.029 0.981 -1.232 0.28
H 1.382 -0.442 -1.455 0.21
H 2.095 -0.085 0.661 0.22
H 0.684 1.201 1.057 0.23
```

Output
structure (SMILES)	S=CN1CC1
lowest unoccupied orbital energy (alpha / beta)	-0.0192 / -0.0192	Ha
orbital gap (alpha / beta)	8.27 / 8.27	eV

---

# 5
ORCA calculation (ωB97M-V with the def2-TZVPD basis set) on one molecule with the formula C3H5NS.

Structure (XYZ):
```
10
Properties=species:S:1:pos:R:3:mulliken_charge:R:1
N 1.742 1.808 -0.008 -0.41
C 1.200 0.801 0.097 0.29
C 0.660 -0.519 0.181 -0.52
C -0.765 -0.468 -0.542 -0.62
S -1.811 0.977 0.078 -0.18
H 0.488 -0.673 1.333 0.23
H 1.376 -1.297 -0.165 0.31
H -0.603 -0.162 -1.539 0.31
H -1.134 -1.425 -0.749 0.44
H -1.154 0.957 1.314 0.14
```

Output
structure (SMILES)	N#CCCS
lowest unoccupied orbital energy	0.0226	Ha
orbital gap	10.15	eV

---

# 6
ORCA calculation (ωB97M-V with the def2-TZVPD basis set) on one molecule with the formula C3H5NS3.

Structure (XYZ):
```
12
Properties=species:S:1:pos:R:3:mulliken_charge:R:1
S -0.129 -1.409 -2.623 -0.26
C 0.293 -2.102 -1.214 -0.11
S 0.032 -1.580 0.403 0.10
C -0.897 -0.034 0.184 -1.08
C -0.036 1.140 -0.196 0.27
N 0.695 1.848 0.573 -0.42
S 0.737 1.428 2.242 -0.14
H 0.837 -3.086 -1.196 0.27
H -1.645 -0.246 -0.586 0.37
H -1.404 0.139 1.136 0.48
H -0.014 1.436 -1.280 0.36
H 1.529 2.465 2.556 0.17
```

Output
structure (SMILES)	S=CSC/C=N\S
lowest unoccupied orbital energy	-0.0126	Ha
orbital gap	8.64	eV